(1)
This record from OMol25 describes a 5-piece molecular cluster, C26H78N12O5P4S overall at a distorted geometry. The level of theory is ωB97M-V/def2-TZVPD.

```
! wB97M-V def2-TZVPD RIJCOSX def2/J DEFGRID3
* xyz 0 1
O -16.28193 11.66887 0.02778
P -16.76801 12.59047 -1.04440
N -16.28095 14.26765 -0.76219
C -16.85190 15.35150 -1.45486
C -14.97390 14.44930 -0.10152
N -18.51925 12.65702 -1.04779
C -19.31455 11.69399 -1.68153
C -19.37045 13.71807 -0.33665
N -16.25614 12.20422 -2.60351
C -16.83414 12.93643 -3.73766
C -15.06219 11.39088 -2.73669
H -16.70266 15.30548 -2.53362
H -16.35308 16.26659 -1.13567
H -17.89469 15.54323 -1.20204
H -14.15174 14.42939 -0.81689
H -14.91222 13.72653 0.71204
H -15.07721 15.40274 0.41654
H -19.68335 11.02090 -0.90755
H -20.12888 12.20387 -2.19631
H -18.66804 11.08675 -2.31508
H -19.81243 13.23422 0.53434
H -18.80623 14.58166 0.01541
H -20.08404 14.18596 -1.01486
H -17.77340 13.42828 -3.48475
H -16.15542 13.62301 -4.24369
H -17.09247 12.23069 -4.52715
H -15.10553 10.31989 -2.53873
H -14.34302 11.89108 -2.08808
H -14.74214 11.30571 -3.77517
O -16.78503 5.65209 -3.33724
P -17.64567 5.71603 -2.09887
N -18.67763 7.13427 -2.09376
C -19.09492 7.75198 -0.81172
C -19.04798 7.87731 -3.27941
N -16.84556 5.81264 -0.57639
C -15.55180 6.51261 -0.53305
C -17.11155 5.00898 0.58704
N -18.85470 4.47734 -1.96168
C -18.72413 3.21880 -2.79054
C -20.12557 4.51253 -1.15512
H -18.84646 7.25465 0.12585
H -20.18235 7.71477 -0.87662
H -18.82612 8.80712 -0.76137
H -19.62040 7.35039 -4.04282
H -18.12224 7.90576 -3.85411
H -19.16533 8.95412 -3.15781
H -15.66233 7.46222 -1.05662
H -15.28433 6.69461 0.50783
H -14.81778 5.89700 -1.05300
H -18.19842 4.95640 0.65065
H -16.71413 4.01036 0.40557
H -16.67985 5.41148 1.50340
H -19.66367 2.68154 -2.91986
H -18.22410 3.55148 -3.70016
H -17.99255 2.63337 -2.23363
H -19.99709 5.22191 -0.33757
H -20.25061 3.49327 -0.78964
H -20.92741 4.73051 -1.86056
O -17.49069 11.11508 -9.07914
P -17.97180 9.68207 -9.06535
N -18.71957 9.26601 -10.57398
C -19.29056 7.94716 -10.91640
C -19.28689 10.32412 -11.34827
N -19.16578 9.43965 -7.86748
C -20.56701 9.07224 -8.17713
C -18.82674 9.91444 -6.55429
N -16.86823 8.40162 -8.88918
C -15.68908 8.23614 -9.79517
C -16.71028 7.73417 -7.60772
H -20.24251 7.61140 -10.50512
H -18.59560 7.24304 -10.45885
H -19.25592 7.66296 -11.96812
H -19.62594 11.19703 -10.79046
H -20.08035 10.05970 -12.04726
H -18.47733 10.80325 -11.89887
H -20.62872 8.00411 -8.38547
H -21.14298 9.46885 -7.34104
H -20.99149 9.47520 -9.09667
H -19.68629 10.26694 -5.98419
H -18.40546 9.07497 -6.00120
H -18.19497 10.80014 -6.62148
H -15.36619 7.19749 -9.86619
H -15.98712 8.57556 -10.78718
H -14.82166 8.78547 -9.42921
H -16.16538 6.80930 -7.79693
H -17.64079 7.40687 -7.14388
H -16.11037 8.34686 -6.93480
O -6.29932 3.15099 -2.46548
P -6.45967 4.43058 -1.72691
N -5.24961 5.63273 -2.01544
C -5.30656 6.97908 -1.61291
C -4.43837 5.60708 -3.25066
N -6.44132 4.36631 -0.04065
C -5.45462 3.44786 0.65651
C -7.24334 5.29467 0.74975
N -7.86125 5.24338 -2.26790
C -7.88594 5.72117 -3.74499
C -9.16511 4.72865 -1.96156
H -4.31972 7.43753 -1.67670
H -5.44221 7.08461 -0.53654
H -6.08549 7.56262 -2.10370
H -4.75345 6.40566 -3.92229
H -4.27934 4.67214 -3.78795
H -3.44517 6.02128 -3.07722
H -4.70785 3.96599 1.25815
H -5.91628 2.84581 1.43915
H -4.90123 2.92499 -0.12353
H -6.58172 5.82906 1.43150
H -7.58560 6.05533 0.04806
H -8.07233 4.92806 1.35512
H -6.90065 6.12410 -3.97941
H -7.84587 4.90035 -4.46105
H -8.53938 6.57793 -3.90954
H -9.23050 4.28168 -0.96958
H -9.35925 3.96616 -2.71589
H -9.93760 5.47849 -2.13215
C -14.65852 7.97487 -4.29289
S -13.05691 8.55786 -4.95398
O -12.53399 9.48841 -3.92512
C -12.14128 6.94580 -4.66894
H -15.40942 8.74850 -4.13245
H -14.38663 7.55740 -3.32341
H -15.20038 7.29402 -4.94935
H -11.10164 7.10098 -4.95733
H -12.64896 6.28254 -5.36926
H -12.12037 6.53688 -3.65877
*
```

Properties
Relative energy (zero: lowest compared OMol25 entry of this formula, charge and spin) (kcal per mole): 120.3
HOMO energy (Ha): -0.301
HOMO-LUMO gap (eV): 8.745

These are the Löwdin partial charges, in e, on atoms 1 to 4:
1. O -0.311
2. P 0.640
3. N -0.311
4. C -0.160

***

(2)
This record from OMol25 describes a 13-piece molecular cluster, C26H78O13 overall at a distorted geometry. The level of theory is ωB97M-V/def2-TZVPD.

```
! wB97M-V def2-TZVPD RIJCOSX def2/J DEFGRID3
* xyz 0 1
C 0.56200 -3.22068 3.34819
C 0.03374 -1.88222 3.84468
O 1.08352 -0.96040 3.95366
H 0.83763 -3.10456 2.30003
H -0.14379 -4.05120 3.36209
H 1.45497 -3.44301 3.93238
H -0.42099 -1.86666 4.83517
H -0.78627 -1.49066 3.24271
H 1.84317 -1.37897 4.36515
C 0.99095 3.50958 5.60859
C 1.16191 2.03159 5.25854
O 0.81546 1.78926 3.90540
H 1.30831 3.68050 6.63726
H -0.06308 3.77808 5.53765
H 1.60345 4.06638 4.89942
H 0.63972 1.34088 5.92061
H 2.19400 1.70474 5.38526
H 0.85128 0.84525 3.73462
C 0.99127 -4.44550 -0.44911
C 1.37347 -4.27206 -1.93350
O 1.84696 -2.93414 -2.14965
H 0.25482 -3.71547 -0.11325
H 1.79366 -4.37016 0.28478
H 0.48733 -5.40955 -0.38005
H 0.62080 -4.56262 -2.66641
H 2.24336 -4.90007 -2.12587
H 2.24856 -2.92762 -3.02159
C -2.15965 0.63804 4.19592
C -2.60937 2.03909 4.50525
O -3.08927 2.03460 5.79238
H -1.55745 0.31129 5.04367
H -1.52982 0.69781 3.30831
H -2.96887 -0.06337 3.99275
H -3.40617 2.46949 3.89866
H -1.79315 2.75404 4.40163
H -3.17359 2.93714 6.10850
C 0.13754 5.18662 2.59580
C 0.68041 4.52403 1.34125
O 1.67429 3.65143 1.82639
H 0.94760 5.72398 3.08890
H -0.28648 4.53910 3.36328
H -0.54687 5.97446 2.28120
H 1.11544 5.23477 0.63862
H -0.06619 3.99132 0.75224
H 1.23319 3.19278 2.54519
C -4.38722 2.08483 1.29063
C -3.20020 2.90535 0.82679
O -3.75419 4.00653 0.13170
H -4.86703 2.59773 2.12418
H -4.12794 1.12450 1.73631
H -5.21724 1.94979 0.59713
H -2.53826 2.39576 0.12661
H -2.54800 3.05055 1.68798
H -3.06356 4.60524 -0.16184
C 2.44654 3.47695 -2.93836
C 2.28661 2.03842 -2.50245
O 1.12775 1.52650 -3.07233
H 2.42046 3.62300 -4.01822
H 3.42942 3.81921 -2.61444
H 1.63480 4.05302 -2.49416
H 2.10624 1.98265 -1.42892
H 3.14800 1.44361 -2.80626
H 0.92262 0.68500 -2.65833
C 3.85297 -1.18076 1.79272
C 5.39357 -0.86273 1.76285
O 5.71065 0.11541 0.76776
H 3.57366 -1.76938 0.91887
H 3.30302 -0.24041 1.75541
H 3.58625 -1.78850 2.65737
H 5.90922 -1.78868 1.50822
H 5.75914 -0.60160 2.75596
H 5.28353 0.95117 0.96946
C -1.65828 -3.05613 -4.02802
C -1.36327 -4.04809 -5.12692
O -2.23556 -3.79218 -6.21047
H -2.69444 -3.22009 -3.73206
H -1.51562 -2.06647 -4.46197
H -0.99901 -3.18298 -3.16932
H -1.59145 -5.06759 -4.81602
H -0.34145 -4.10554 -5.50198
H -2.18008 -2.83888 -6.30917
C -2.28719 1.44980 -3.11963
C -2.07511 1.81845 -4.57957
O -0.91037 1.15306 -5.03622
H -2.31436 0.37157 -2.96223
H -3.29813 1.77327 -2.87171
H -1.55384 1.98989 -2.52079
H -1.97133 2.90277 -4.61938
H -2.91673 1.46866 -5.17743
H -0.20868 1.39053 -4.42561
C 1.42787 -1.32520 -5.38299
C 2.72877 -2.11338 -5.69092
O 2.83759 -3.11872 -4.70214
H 0.51954 -1.88158 -5.61423
H 1.44905 -0.45375 -6.03737
H 1.40851 -0.93173 -4.36667
H 3.58995 -1.44839 -5.62562
H 2.66282 -2.56920 -6.67883
H 3.28920 -3.90219 -5.02435
C -0.25254 0.50634 0.36746
C 0.82829 -0.40782 -0.16980
O 0.62632 -0.63377 -1.54738
H -0.10772 0.60920 1.44289
H -1.26478 0.15135 0.17397
H -0.19880 1.44717 -0.18032
H 0.84138 -1.30733 0.44567
H 1.81275 0.05350 -0.09158
H 1.02988 -1.47327 -1.77973
C -3.46352 -2.49322 -0.61195
C -2.66158 -2.66855 0.70955
O -3.40314 -2.47770 1.89030
H -2.93270 -2.90217 -1.47165
H -3.79493 -1.48046 -0.84131
H -4.28083 -3.21154 -0.54785
H -1.82873 -1.97046 0.79405
H -2.30804 -3.69871 0.75282
H -3.05802 -3.08851 2.54558
*
```

Properties
Relative energy (zero: lowest compared OMol25 entry of this formula, charge and spin) (kcal per mole): 64.9
HOMO energy (Ha): -0.348
HOMO-LUMO gap (eV): 9.767

These are the Löwdin partial charges, in e, on atoms 1 to 4:
1. C -0.052
2. C -0.311
3. O -0.091
4. H 0.052

***

(3)
This record from OMol25 describes a 13-piece molecular cluster, C26H78O13 overall at a distorted geometry. The level of theory is ωB97M-V/def2-TZVPD.

```
! wB97M-V def2-TZVPD RIJCOSX def2/J DEFGRID3
* xyz 0 1
C -3.68350 1.87020 -1.09449
C -4.78400 0.86335 -0.66906
O -5.76376 1.45578 0.17027
H -2.99102 1.37148 -1.77261
H -3.06917 2.24397 -0.27535
H -4.13869 2.70790 -1.62285
H -4.36518 -0.04086 -0.22734
H -5.36949 0.47547 -1.50264
H -6.35473 0.75396 0.45277
C -3.65752 -3.05069 -0.66827
C -4.01173 -4.49351 -1.09031
O -4.76318 -4.98080 0.04274
H -3.23035 -3.03644 0.33444
H -4.52617 -2.39240 -0.65454
H -2.98718 -2.60552 -1.40351
H -3.13879 -5.14052 -1.17678
H -4.62062 -4.52388 -1.99386
H -4.93173 -5.90521 -0.15386
C 0.96814 -0.73863 -4.55536
C -0.08164 -1.85972 -4.28078
O 0.66808 -3.01591 -3.88835
H 0.39239 0.17649 -4.69381
H 1.53837 -0.99933 -5.44698
H 1.65725 -0.64906 -3.71559
H -0.75069 -2.11492 -5.10258
H -0.65860 -1.56194 -3.40526
H 1.05592 -3.27117 -4.72860
C -3.13537 0.66199 2.63990
C -2.67628 -0.70299 2.14994
O -1.42000 -1.03848 2.69974
H -3.08738 0.82602 3.71642
H -4.15971 0.85247 2.31967
H -2.61523 1.49038 2.15895
H -2.63584 -0.77113 1.06283
H -3.39031 -1.44758 2.50186
H -1.02710 -1.82177 2.30771
C 1.09400 -2.15584 4.99965
C 1.57963 -2.73852 3.67618
O 2.92676 -3.10426 3.92166
H 1.71939 -1.34461 5.37233
H 1.16112 -2.93539 5.75852
H 0.08388 -1.78019 4.83639
H 1.58185 -2.08707 2.80229
H 1.10458 -3.67748 3.39195
H 3.08606 -3.87836 3.37669
C 4.35989 4.01832 -1.00761
C 4.02390 4.40596 0.42112
O 4.53814 3.45669 1.32205
H 3.90065 3.08539 -1.33445
H 5.41441 3.96059 -1.27735
H 3.90810 4.77169 -1.65292
H 2.95709 4.41572 0.64458
H 4.37287 5.39790 0.70813
H 4.07704 2.63644 1.13184
C 0.31435 -0.66933 -0.52939
C 0.09894 0.69408 -1.21073
O 1.32901 1.34160 -1.34400
H 0.71349 -0.65348 0.48477
H 0.95559 -1.32740 -1.11579
H -0.64242 -1.18514 -0.44793
H -0.59780 1.29906 -0.63052
H -0.23639 0.56281 -2.23953
H 1.25518 2.28151 -1.52493
C 0.52058 -6.21309 -3.05814
C 0.77576 -5.50665 -1.65890
O 0.09469 -4.26444 -1.55836
H 0.99754 -7.19307 -3.07429
H 0.96733 -5.63079 -3.86403
H -0.55580 -6.35411 -3.15613
H 1.84014 -5.34097 -1.49228
H 0.38951 -6.12351 -0.84749
H 0.31443 -3.82201 -2.38151
C 1.55032 2.60176 3.67083
C 1.03317 1.16450 3.30514
O -0.22834 1.15020 3.91103
H 1.66549 2.74472 4.74526
H 0.83932 3.32536 3.27211
H 2.54987 2.79073 3.27932
H 1.69831 0.36058 3.62039
H 0.83684 1.07020 2.23711
H -0.69183 0.41713 3.49947
C 0.06553 7.27124 -3.41261
C 1.48648 6.80361 -3.33596
O 1.65371 6.13220 -2.09295
H -0.05715 7.64036 -4.43084
H -0.07253 8.14203 -2.77169
H -0.74131 6.55102 -3.27698
H 2.28544 7.54430 -3.36977
H 1.64461 6.07334 -4.12955
H 1.33339 5.22731 -2.08048
C -0.77356 4.33496 -0.17997
C -0.90780 3.99663 -1.67193
O 0.32221 3.78026 -2.34039
H -0.29753 5.30452 -0.03353
H -0.25890 3.51675 0.32376
H -1.77786 4.18763 0.21725
H -1.63082 4.66214 -2.14358
H -1.43103 3.04570 -1.77237
H 0.13251 3.58191 -3.26032
C 4.72815 0.38921 2.34742
C 3.76969 0.03142 1.22357
O 3.14365 1.21584 0.90949
H 5.43316 1.15837 2.03203
H 5.30525 -0.46255 2.70736
H 4.20723 0.83679 3.19383
H 2.98761 -0.65075 1.55690
H 4.23796 -0.48130 0.38337
H 2.48545 1.14629 0.21414
C -1.90399 -4.65192 2.76062
C -0.86916 -4.63135 1.59676
O -0.62012 -3.31642 1.22564
H -1.82268 -5.63443 3.22557
H -2.92401 -4.54296 2.39212
H -1.64897 -3.91897 3.52602
H -1.24606 -5.23016 0.76762
H 0.00677 -5.20276 1.90393
H -0.17718 -3.40448 0.37849
*
```

Properties
Relative energy (zero: lowest compared OMol25 entry of this formula, charge and spin) (kcal per mole): 64.2
HOMO energy (Ha): -0.328
HOMO-LUMO gap (eV): 8.877

These are the Löwdin partial charges, in e, on atoms 1 to 4:
1. C -0.065
2. C -0.307
3. O -0.079
4. H 0.062

***

(4)
This record from OMol25 describes a 12-piece molecular cluster, C26H79N3O12 overall at a distorted geometry. The level of theory is ωB97M-V/def2-TZVPD.

```
! wB97M-V def2-TZVPD RIJCOSX def2/J DEFGRID3
* xyz 0 1
C 0.06848 3.57248 1.36304
O -0.60936 4.79390 1.15793
C -0.01475 5.52632 0.11066
C -0.82245 6.80722 -0.09348
C -0.73846 7.36653 -1.50066
N -0.29517 7.77825 0.88144
H 1.12721 3.75111 1.59036
H 0.07936 2.94306 0.46493
H -0.34348 3.01540 2.19973
H 1.02718 5.80133 0.33566
H 0.13570 4.92469 -0.79799
H -1.85894 6.58002 0.18029
H -1.03603 6.61020 -2.22906
H 0.29121 7.64439 -1.72443
H -1.43549 8.19944 -1.58850
H -1.01476 8.49126 0.99708
H -0.18026 7.43572 1.82833
C -2.49682 1.35693 1.37565
O -1.47109 0.41199 1.15225
C -1.25835 0.13523 -0.23469
C -0.17374 -0.91780 -0.37546
C 1.21743 -0.32461 -0.07531
N -0.12492 -1.49520 -1.74061
H -3.50680 0.94182 1.37246
H -2.45534 2.18380 0.66309
H -2.28413 1.78277 2.35512
H -2.19969 -0.28584 -0.60997
H -1.04040 1.05193 -0.78922
H -0.32283 -1.76407 0.30298
H 1.44082 0.38151 -0.87388
H 1.93866 -1.13784 -0.05807
H 1.14479 0.18633 0.88801
H -0.19700 -0.70208 -2.39118
H -1.05309 -1.93963 -1.89032
C -4.17608 -1.77542 1.73456
O -4.23193 -2.21517 0.39436
C -3.39174 -3.32356 0.10732
C -3.49799 -3.64083 -1.37006
C -2.86750 -5.00041 -1.63749
N -2.87754 -2.63950 -2.24471
H -3.28305 -1.18031 1.94945
H -4.12912 -2.65387 2.38703
H -5.04282 -1.16884 1.99026
H -2.37265 -3.18013 0.47909
H -3.75048 -4.16875 0.70917
H -4.56885 -3.62500 -1.60970
H -2.63593 -5.19136 -2.68276
H -3.43630 -5.81063 -1.17821
H -1.89969 -5.04014 -1.12429
H -3.27386 -1.73185 -2.00961
H -3.14370 -2.83631 -3.20169
C 0.30339 -6.21916 2.19634
C -0.18411 -4.78589 2.18220
O 0.43455 -4.11700 3.26101
H 0.19084 -6.59127 3.21486
H 1.36304 -6.22687 1.93784
H -0.23744 -6.87207 1.51191
H -1.27721 -4.75989 2.29166
H -0.02394 -4.31338 1.20334
H 0.20698 -3.17311 3.20097
C 3.59713 -2.56687 2.18529
C 4.37503 -3.50878 3.09174
O 4.70418 -4.70559 2.37349
H 4.20677 -2.20212 1.35018
H 3.35555 -1.64960 2.73267
H 2.70806 -3.01003 1.74151
H 3.73848 -3.80205 3.92414
H 5.29872 -3.05142 3.45280
H 5.41478 -4.49192 1.76251
C 2.22065 1.30276 3.79948
C 1.89463 2.53607 4.58229
O 0.60529 2.52476 5.23884
H 3.23558 1.45834 3.42858
H 1.52833 1.11356 2.97985
H 2.23595 0.44009 4.46980
H 1.83805 3.41444 3.92502
H 2.70024 2.75821 5.28937
H 0.75667 3.00415 6.05782
C 1.92523 -5.43317 -1.05131
C 2.00569 -4.14738 -1.87573
O 0.83309 -4.06698 -2.69666
H 2.21484 -6.25977 -1.70160
H 0.91861 -5.55599 -0.66426
H 2.66558 -5.39579 -0.24620
H 2.84724 -4.11233 -2.57511
H 2.11193 -3.28926 -1.20441
H 0.39135 -3.22733 -2.44658
C -2.00992 3.54610 -2.73236
C -2.70746 3.27892 -4.06111
O -2.59202 1.94934 -4.54234
H -2.20018 4.60032 -2.48656
H -0.92049 3.54819 -2.80090
H -2.36259 3.03812 -1.83545
H -2.35122 4.03314 -4.76260
H -3.76658 3.51618 -3.90958
H -3.28825 1.44604 -4.10849
C 2.18141 -0.00253 -3.84887
C 0.99578 0.80042 -4.38810
O -0.12141 0.87356 -3.49623
H 1.72048 -0.95971 -3.58262
H 2.61352 0.38808 -2.93178
H 2.92625 -0.18500 -4.61749
H 0.64681 0.24723 -5.26639
H 1.31544 1.82133 -4.62876
H -0.85460 1.22823 -4.02736
C 3.97669 2.82965 -1.05987
C 3.47447 2.31761 0.28059
O 3.76696 3.28735 1.28375
H 3.78698 2.06219 -1.81582
H 5.05972 2.97292 -1.03827
H 3.46707 3.73475 -1.38333
H 3.87459 1.32396 0.50613
H 2.39773 2.18327 0.17883
H 4.71276 3.45709 1.23708
O -0.33828 -1.31999 3.14941
H -0.64873 -0.79173 3.89306
H -0.71393 -0.88012 2.36307
O -5.24687 -0.45210 -1.51714
H -5.90158 0.15712 -1.16117
H -4.95460 -0.99173 -0.75187
*
```

Properties
Relative energy (zero: lowest compared OMol25 entry of this formula, charge and spin) (kcal per mole): 0.0
Structure (SMILES): COC[C@H](C)N.COC[C@H](C)N.COC[C@H](C)N.CCO.CCO.CCO.CCO.CCO.CCO.CCO.O.O
HOMO energy (Ha): -0.339
HOMO-LUMO gap (eV): 9.508

These are the Löwdin partial charges, in e, on atoms 1 to 4:
1. C -0.106
2. O -0.163
3. C -0.224
4. C -0.436